# 1
{"formula": "C3H6NO2", "method": "the ωB97M-V functional and the def2-TZVPD basis", "charge": 1, "homo_energy_ev": [-13.889, -13.645], "homo_lumo_gap_ev": [8.53, 8.09], "spin_multiplicity": 1, "symbols": ["H", "H", "C", "O", "H", "H", "H", "C", "O", "H", "N", "C"], "xyz": [[-0.691, -0.344, -1.737], [2.331, 0.021, 1.105], [-1.409, 0.155, 1.481], [0.803, 0.264, -0.540], [-1.616, -1.832, 1.176], [-0.995, 1.092, 1.504], [-0.244, 1.590, -1.570], [0.629, -0.626, 0.408], [1.618, -0.600, 1.215], [0.586, 0.652, -2.473], [-1.000, -0.912, 1.090], [-0.013, 0.542, -1.660]], "nbo_charge": [0.2152, 0.5332, 0.1962, -0.4708, 0.5070, 0.2013, 0.2288, 0.7778, -0.6067, 0.2236, -0.5375, -0.2681]}



# 2
{"formula": "C3H6NO2S", "method": "the ωB97M-V functional and the def2-TZVPD basis", "charge": -1, "homo_energy_ev": [-3.405, -3.407], "homo_lumo_gap_ev": [7.14, 7.14], "spin_multiplicity": 1, "symbols": ["H", "H", "C", "O", "H", "C", "H", "N", "S", "H", "C", "O", "H"], "xyz": [[1.269, 0.311, 2.322], [0.209, -1.154, 2.042], [0.418, 0.076, 0.199], [-1.820, -1.210, -2.597], [-0.535, 2.094, 0.242], [0.157, 1.444, -0.369], [-0.602, 0.688, 2.013], [-0.843, -0.409, -0.356], [-0.783, -1.565, -1.611], [0.271, 1.586, -1.459], [0.361, 0.028, 1.752], [0.587, -1.495, -2.125], [1.310, -0.393, -0.053]], "nbo_charge": [0.1923, 0.2024, -0.1662, -1.0276, 0.1816, -0.3496, 0.2010, -0.6849, 1.6989, 0.2114, -0.6048, -1.0582, 0.2035]}



# 3
{"formula": "C3H6NO3", "method": "the ωB97M-V functional and the def2-TZVPD basis", "charge": -1, "homo_energy_ev": -4.569, "homo_lumo_gap_ev": 8.56, "spin_multiplicity": 1, "symbols": ["H", "H", "H", "H", "O", "N", "C", "C", "O", "O", "H", "H", "C"], "xyz": [[3.306, 0.961, -0.332], [-1.229, -0.055, -0.274], [-3.001, 1.051, -1.270], [3.051, 0.915, 1.441], [-4.363, -0.395, -0.762], [-2.146, -0.505, -0.222], [1.460, -0.055, 0.323], [2.951, 0.338, 0.506], [0.750, 0.778, -0.305], [1.116, -1.149, 0.847], [-2.249, -1.404, 0.255], [3.593, -0.556, 0.575], [-3.240, 0.076, -0.781]], "nbo_charge": [0.1946, 0.4548, 0.0973, 0.2002, -0.6686, -0.8234, 0.7666, -0.7333, -0.8092, -0.7891, 0.3939, 0.1964, 0.5198]}



# 4
{"formula": "C3H6NO3", "method": "the ωB97M-V functional and the def2-TZVPD basis", "charge": 1, "homo_energy_ev": -13.087, "homo_lumo_gap_ev": 9.03, "spin_multiplicity": 1, "symbols": ["H", "O", "H", "H", "C", "H", "H", "O", "C", "C", "H", "O", "N"], "xyz": [[0.682, 0.592, -0.455], [-1.714, -2.706, 0.311], [-1.000, -3.363, 0.157], [1.481, 0.769, 0.944], [-3.237, 0.712, -0.221], [2.143, 1.607, -0.614], [-3.475, -1.151, 0.416], [-3.807, 1.685, -0.470], [-1.339, -1.444, 0.104], [-2.679, -0.514, 0.038], [0.638, 2.071, 0.104], [-0.183, -0.992, 0.084], [1.257, 1.296, -0.022]], "nbo_charge": [0.4765, -0.6450, 0.5278, 0.4869, 0.7759, 0.4760, 0.2938, -0.3829, 0.8739, -0.7142, 0.4426, -0.7058, -0.9055]}



Number 1: energy -322.6714 Eh. Number 2: energy -721.2513 Eh. Number 3: energy -398.4883 Eh. Number 4: energy -398.0913 Eh.